1.
Below is a cluster of 8 separate species, C23H48FO21P in total in a non-equilibrium geometry, with properties calculated with ωB97M-V with the def2-TZVPD basis set.

Gap between HOMO and LUMO = 9.17 eV
Relative energy (zero: lowest compared OMol25 entry of this formula, charge and spin) = 0.0 kJ/mol
E_HOMO = -0.318 Eh
SMILES string = COC(=O)OC.COC(=O)OC.COC(=O)OC.COC(=O)OC.COC(=O)OC.COC(=O)OC.COC(=O)OC.FCCP

```
94
Properties=species:S:1:pos:R:3:lowdin_charge:R:1
F 0.746 6.369 1.602 -0.083
C 0.150 5.143 1.830 -0.271
C 1.136 4.075 2.310 -0.490
P 2.773 4.548 2.942 0.787
H -0.290 4.786 0.904 0.097
H -0.662 5.270 2.537 0.106
H 0.681 3.560 3.149 0.057
H 1.262 3.336 1.531 0.055
H 3.290 5.526 2.093 -0.121
H 2.530 5.166 4.171 -0.121
C -3.916 3.692 0.150 -0.038
O -3.653 3.098 -1.121 0.007
C -2.626 2.246 -1.090 -0.641
O -1.936 2.022 -0.127 0.109
O -2.505 1.681 -2.282 -0.004
C -1.436 0.726 -2.383 -0.019
H -4.744 4.380 0.018 0.095
H -4.192 2.930 0.876 0.099
H -3.044 4.238 0.505 0.085
H -1.587 -0.093 -1.682 0.092
H -0.477 1.205 -2.205 0.098
H -1.466 0.345 -3.399 0.094
C 2.410 -0.906 6.634 -0.036
O 1.582 -0.056 5.828 -0.021
C 1.335 -0.533 4.605 -0.630
O 1.740 -1.574 4.160 0.124
O 0.571 0.347 3.965 -0.001
C 0.229 -0.027 2.621 -0.019
H 2.548 -0.406 7.587 0.089
H 1.934 -1.869 6.802 0.095
H 3.380 -1.050 6.163 0.105
H -0.336 -0.957 2.612 0.088
H 1.126 -0.131 2.015 0.102
H -0.387 0.779 2.234 0.087
C 0.759 2.832 -6.647 -0.034
O 1.482 1.755 -7.252 0.006
C 1.459 0.621 -6.557 -0.626
O 0.897 0.449 -5.507 0.120
O 2.162 -0.290 -7.224 -0.014
C 2.220 -1.575 -6.587 -0.030
H 0.868 3.676 -7.320 0.093
H -0.293 2.576 -6.540 0.097
H 1.180 3.077 -5.675 0.097
H 1.223 -1.996 -6.482 0.102
H 2.696 -1.496 -5.613 0.098
H 2.816 -2.205 -7.240 0.092
C 5.270 4.057 10.979 -0.039
O 4.428 3.123 10.297 0.003
C 4.426 3.257 8.972 -0.628
O 5.053 4.069 8.346 0.126
O 3.610 2.337 8.464 0.007
C 3.508 2.358 7.036 -0.024
H 5.171 3.830 12.035 0.092
H 6.306 3.937 10.670 0.097
H 4.945 5.077 10.787 0.097
H 4.478 2.165 6.583 0.107
H 3.117 3.312 6.688 0.096
H 2.821 1.576 6.745 0.058
C -1.107 -3.294 4.735 -0.033
O -2.405 -3.850 4.963 0.019
C -3.251 -3.672 3.953 -0.604
O -3.006 -3.105 2.919 0.107
O -4.416 -4.227 4.277 0.022
C -5.425 -4.105 3.270 -0.027
H -0.518 -3.502 5.621 0.095
H -0.634 -3.755 3.872 0.104
H -1.175 -2.217 4.592 0.087
H -5.112 -4.598 2.353 0.038
H -5.644 -3.059 3.070 0.110
H -6.305 -4.597 3.672 0.102
C -5.157 -0.638 -1.805 -0.022
O -5.468 -1.664 -0.858 0.012
C -4.477 -2.531 -0.661 -0.613
O -3.399 -2.500 -1.195 0.125
O -4.877 -3.426 0.238 0.016
C -3.891 -4.410 0.566 -0.049
H -6.027 0.008 -1.857 0.098
H -4.297 -0.064 -1.470 0.079
H -4.956 -1.061 -2.786 0.103
H -3.010 -3.941 0.998 0.088
H -3.612 -4.983 -0.316 0.106
H -4.357 -5.063 1.297 0.067
C 3.045 -5.238 -12.157 -0.039
O 2.752 -3.841 -12.245 0.006
C 2.151 -3.338 -11.170 -0.628
O 1.855 -3.953 -10.177 0.118
O 1.938 -2.043 -11.376 0.012
C 1.283 -1.380 -10.289 -0.025
H 3.526 -5.500 -13.093 0.093
H 3.718 -5.437 -11.326 0.097
H 2.130 -5.815 -12.036 0.097
H 1.880 -1.443 -9.386 0.070
H 0.298 -1.809 -10.118 0.103
H 1.183 -0.340 -10.582 0.099
```

2.
Below is a structure of composition C20H11BCl3F4I2N3O4Rh in a non-equilibrium geometry, with properties calculated with ωB97M-V with the def2-TZVPD basis set.

Gap between HOMO and LUMO = 7.19 eV
Relative energy (zero: lowest compared OMol25 entry of this formula, charge and spin) = 46.8 kJ/mol
E_HOMO = -0.190 Eh
Net charge = -1

```
49
Properties=species:S:1:pos:R:3:lowdin_charge:R:1
Rh -0.108 0.111 -0.607 1.344
I 1.804 -3.578 -3.957 0.885
C 0.178 -3.618 -2.662 -0.655
C -0.583 -4.787 -2.520 -0.238
C -1.675 -4.844 -1.691 -0.685
I -2.769 -6.622 -1.585 0.859
C -2.051 -3.707 -0.935 -0.212
C -3.178 -3.588 -0.089 -0.037
C -3.440 -2.406 0.546 -0.027
C -2.556 -1.323 0.400 -0.073
N -1.492 -1.430 -0.356 0.021
C -1.242 -2.563 -1.052 -0.121
C -0.129 -2.453 -1.960 -0.437
O 0.492 -1.340 -2.067 -0.166
H -0.300 -5.659 -3.094 0.072
H -3.840 -4.436 0.032 0.062
H -4.315 -2.290 1.170 0.107
H -2.707 -0.376 0.899 0.115
O -0.779 0.831 1.100 -0.178
C -0.087 1.615 1.891 -0.316
C -0.366 1.563 3.271 -0.007
C 0.309 2.360 4.167 -0.097
C 1.301 3.242 3.738 -0.113
C 1.582 3.314 2.390 -0.050
C 0.898 2.530 1.459 -0.085
C 1.168 2.673 0.039 -0.251
N 0.922 1.781 -0.897 -0.032
C 1.276 2.313 -2.114 -0.075
C 1.748 3.565 -1.910 -0.061
N 1.687 3.774 -0.547 0.130
H -1.124 0.864 3.599 0.114
H 0.076 2.286 5.223 0.097
H 1.847 3.848 4.447 0.090
H 2.370 3.977 2.045 0.105
H 1.172 1.746 -3.021 0.126
H 2.116 4.309 -2.591 0.108
H 1.831 4.647 -0.073 0.152
Cl 3.303 -0.807 2.593 0.592
C 3.573 -1.335 0.918 -1.498
Cl 3.213 -3.069 0.769 0.594
Cl 5.261 -1.054 0.493 0.594
C 2.612 -0.556 -0.049 -0.782
O 1.410 -0.640 0.397 -0.183
O 3.059 0.009 -1.014 0.042
F -2.832 2.735 -2.617 0.139
B -2.526 2.282 -1.351 -1.202
F -1.687 3.156 -0.675 0.141
F -3.650 1.953 -0.611 0.130
F -1.774 0.997 -1.543 -0.036
```

3.
Below is a structure of composition CH5F3N3 in a non-equilibrium geometry, with properties calculated with ωB97M-V with the def2-TZVPD basis set.

Gap between HOMO and LUMO = 12.79 eV
Relative energy (zero: lowest compared OMol25 entry of this formula, charge and spin) = 231.9 kJ/mol
E_HOMO = -0.627 Eh
Net charge = +1

```
12
Properties=species:S:1:pos:R:3:lowdin_charge:R:1
C -0.286 0.288 -0.921 -0.124
N -0.768 -0.653 0.065 0.100
N 0.921 0.800 -0.431 0.067
N -0.059 -0.763 1.063 -0.151
F 0.455 1.963 0.276 -0.009
F 0.538 -2.090 1.356 0.065
F -0.516 -0.400 2.252 0.161
H -0.995 0.983 -1.126 0.114
H -0.100 -0.276 -1.968 0.214
H -1.607 -1.102 -0.194 0.188
H 1.659 1.254 -1.021 0.220
H 0.758 -0.004 0.650 0.156
```

4.
Below is a structure of composition C6H8O6Pb in a non-equilibrium geometry, with properties calculated with ωB97M-V with the def2-TZVPD basis set.

Gap between HOMO and LUMO (alpha / beta) = 3.91 / 8.26 eV
E_HOMO (alpha / beta) = -0.021 / -0.187 Eh
Net charge = -1
2S+1 = 2

```
21
Properties=species:S:1:pos:R:3:lowdin_spin:R:1
O 0.158 -1.522 1.686 0.034
C -0.800 1.173 1.493 0.047
C -1.117 -1.897 1.344 0.005
O -0.853 2.065 2.307 0.042
O -1.856 0.415 1.270 0.013
C -1.838 -0.825 0.534 0.008
H -1.721 -2.104 2.252 0.000
H -1.169 -2.823 0.731 0.003
H -2.896 -1.077 0.388 0.001
H -1.377 -0.652 -0.443 0.003
H 2.121 0.010 -2.754 0.003
O 1.549 0.978 1.146 0.121
O 1.253 -0.756 -1.018 0.033
C 1.245 0.113 -2.084 0.005
C 1.248 1.544 -1.563 0.008
O 0.196 1.619 -0.578 0.107
C 0.445 1.041 0.588 0.390
H 0.304 -0.041 -2.653 0.000
H 0.970 2.261 -2.344 0.001
H 2.214 1.797 -1.109 0.002
Pb 1.925 -1.321 0.805 0.174
```